Model 1:
A 2-piece molecular cluster, C3H3ClS overall. Source: the Open Molecules 2025 dataset; level of theory: ωB97M-V with the def2-TZVPD basis set.

CARTESIAN COORDINATES (ANGSTROEM)
1 C -0.3718 -0.3011 0.0485
2 C 0.9746 -0.1848 -0.0388
3 C 1.8624 -1.2276 -0.2620
4 S 3.1401 -2.0421 -0.3932
5 Cl 0.1376 -3.3303 -0.0463
6 H -0.8969 0.6093 0.0030
7 H -0.7726 -1.2788 0.1815
8 H 1.3798 0.9486 -0.0207

- E_LUMO: -2.1 eV
- Net charge: 0

---

Model 2:
One molecule with the formula C3H3ClS. Source: the Open Molecules 2025 dataset; level of theory: ωB97M-V with the def2-TZVPD basis set.

CARTESIAN COORDINATES (ANGSTROEM)
1 C -1.1261 0.3880 0.3605
2 C -2.3020 -0.0530 -0.2584
3 C 1.4616 0.0171 -0.0481
4 S 0.2002 1.3570 0.1285
5 Cl -3.5819 -1.0570 -0.1496
6 H 1.4955 -0.6656 -0.9532
7 H 1.4764 -0.6138 0.8679
8 H 2.3763 0.6272 0.0524

- SMILES: CSC#CCl
- E_LUMO (alpha / beta): -0.1 / -0.1 eV
- Net charge: 0

---

The least stable of them is model 2.

---

Model 1:
A 3-piece molecular cluster, C2H10N2S overall. Source: the Open Molecules 2025 dataset; level of theory: ωB97M-V with the def2-TZVPD basis set.

CARTESIAN COORDINATES (ANGSTROEM)
1 N -1.0611 0.7036 0.8796
2 C -0.2338 -0.3800 1.4278
3 C 0.8843 -0.8905 0.5349
4 N 0.2860 -1.4122 -0.7215
5 H -0.7635 1.0644 -0.0228
6 H -1.3825 0.9090 -1.8055
7 H -1.2029 1.4523 1.5415
8 H 0.1910 -0.1180 2.4120
9 H -0.9014 -1.2316 1.6247
10 H 1.5138 -0.0231 0.2601
11 H 1.5045 -1.6392 1.0413
12 H 0.0354 -0.6289 -1.3140
13 H 1.0269 -1.9149 -1.2026
14 S 0.2297 1.9210 -1.6901
15 H -0.1265 2.1882 -2.9653

- E_LUMO: -1.1 eV
- Net charge: 0

---

Model 2:
A 2-piece molecular cluster, C2H10N2S overall. Source: the Open Molecules 2025 dataset; level of theory: ωB97M-V with the def2-TZVPD basis set.

CARTESIAN COORDINATES (ANGSTROEM)
1 C -0.2606 1.5879 -1.4757
2 S 0.0375 1.9019 0.3682
3 H 0.6619 1.8672 -1.9930
4 H -0.8639 2.4222 -1.8253
5 H -0.5309 0.5359 -1.5768
6 H -0.4110 1.6147 1.6887
7 N 0.5123 -1.3358 1.3489
8 C -0.4183 -1.8007 0.2955
9 N 0.2090 -2.2435 -0.9782
10 H 0.6330 -0.3412 1.1745
11 H 0.1247 -1.4035 2.2837
12 H -1.1048 -1.0011 -0.0082
13 H -1.0106 -2.6297 0.6707
14 H 1.0675 -1.7070 -1.1599
15 H 0.6518 -3.1423 -0.7865

- SMILES: NCN.CS
- E_LUMO: -0.2 eV
- Net charge: 0

---

The least stable of them is model 1.

---

Model 1:
C41H41FeN8O10P2S2 as an isolated structure. Source: the Open Molecules 2025 dataset; level of theory: ωB97M-V with the def2-TZVPD basis set.

CARTESIAN COORDINATES (ANGSTROEM)
1 Fe 0.7058 -0.4063 -1.9303
2 C 1.6426 -0.2287 6.2980
3 C 1.9054 -0.6210 4.8702
4 C 2.8476 -1.5935 4.5544
5 C 3.0741 -1.9744 3.2391
6 C 2.3457 -1.3761 2.2230
7 C 1.4105 -0.3950 2.5167
8 C 1.1953 -0.0221 3.8317
9 S 2.5682 -1.9594 0.5581
10 O 1.5168 -2.9073 0.3079
11 O 3.9199 -2.4581 0.4895
12 N 2.3433 -0.6822 -0.4110
13 C 3.3515 0.2808 -0.3834
14 C 4.4156 0.3693 0.5033
15 C 5.3678 1.3995 0.4237
16 C 5.3160 2.3575 -0.5449
17 C 4.2703 2.3003 -1.4897
18 C 4.1608 3.2300 -2.5430
19 C 3.1498 3.1105 -3.4477
20 C 2.2208 2.0687 -3.2915
21 N 2.2783 1.1912 -2.3113
22 C 3.2938 1.2789 -1.4070
23 H 2.4397 -0.5714 6.9560
24 H 0.7070 -0.6676 6.6504
25 H 1.5544 0.8528 6.4005
26 H 3.4194 -2.0573 5.3492
27 H 3.8134 -2.7238 2.9932
28 H 0.8803 0.0900 1.7112
29 H 0.4697 0.7520 4.0553
30 H 4.5484 -0.3731 1.2685
31 H 6.1659 1.4134 1.1549
32 H 6.0529 3.1468 -0.6089
33 H 4.8914 4.0268 -2.6190
34 H 3.0338 3.8053 -4.2680
35 H 1.3972 1.9623 -3.9783
36 C -9.0804 -0.2726 7.9286
37 O -8.2674 0.8105 7.5169
38 C -7.3586 0.5782 6.5367
39 C -7.1813 -0.6465 5.9043
40 C -6.2164 -0.7670 4.9116
41 C -5.4257 0.3087 4.5389
42 C -5.6187 1.5347 5.1823
43 C -6.5701 1.6699 6.1665
44 C -4.3971 0.2104 3.4990
45 N -3.6711 1.2123 3.0638
46 C -2.8514 0.6685 2.1054
47 C -3.0840 -0.6781 1.9645
48 N -4.0794 -0.9632 2.8668
49 C -2.3650 -1.5210 1.0598
50 C -2.5369 -2.9043 0.8961
51 C -1.7617 -3.5671 -0.0117
52 C -0.8231 -2.8513 -0.7620
53 N -0.6364 -1.5560 -0.6117
54 C -1.3934 -0.8891 0.2804
55 C -1.1333 0.5306 0.4116
56 N -0.1520 1.0231 -0.3643
57 C 0.1388 2.3080 -0.2790
58 C -0.5182 3.1710 0.6010
59 C -1.5180 2.6794 1.4041
60 C -1.8466 1.3232 1.3196
61 H -9.7204 0.1137 8.7167
62 H -8.4757 -1.0933 8.3222
63 H -9.6996 -0.6372 7.1053
64 H -7.7801 -1.5053 6.1663
65 H -6.1068 -1.7317 4.4311
66 H -5.0056 2.3756 4.8907
67 H -6.7260 2.6142 6.6696
68 H -4.5038 -1.8586 3.0260
69 H -3.2817 -3.4382 1.4736
70 H -1.8771 -4.6254 -0.1884
71 H -0.2140 -3.3479 -1.5001
72 H 0.9167 2.6723 -0.9340
73 H -0.2349 4.2132 0.6316
74 H -2.0563 3.3105 2.0988
75 O -2.4029 2.2783 -2.6221
76 P -1.6836 1.1443 -3.4862
77 O -1.9067 1.3077 -4.9445
78 O -0.2455 1.0998 -3.0006
79 O -2.3988 -0.1987 -2.9566
80 P -1.8266 -1.6328 -3.5280
81 O -2.0274 -1.5042 -5.0953
82 O -2.5730 -2.7533 -2.9552
83 O -0.3128 -1.5189 -3.2445
84 H -3.2234 2.5549 -3.0480
85 H -1.9970 -0.5614 -5.3781
86 C 6.0459 -0.4135 -6.0656
87 C 5.3896 0.4180 -4.9710
88 N 4.5377 -0.3609 -4.0887
89 C 3.3001 -0.8123 -4.3570
90 S 2.5917 -1.8972 -3.2397
91 N 2.7159 -0.4101 -5.4831
92 C 1.3751 -0.7758 -5.9385
93 C 1.4074 -1.2496 -7.3792
94 H 6.6735 0.2156 -6.6961
95 H 5.3014 -0.8976 -6.6980
96 H 6.6688 -1.1931 -5.6291
97 H 4.8086 1.2427 -5.3933
98 H 6.1451 0.8853 -4.3394
99 H 4.9303 -0.7415 -3.2413
100 H 3.2086 0.2612 -6.0530
101 H 0.7135 0.0873 -5.8244
102 H 1.0075 -1.5479 -5.2693
103 H 1.7681 -0.4717 -8.0564
104 H 0.4003 -1.5217 -7.6922
105 H 2.0482 -2.1254 -7.4846

- Multiplicity: 6
- E_LUMO (alpha / beta): -0.2 / -1.0 eV
- Net charge: 0

---

Model 2:
C41H41FeN8O10P2S2 as an isolated structure. Source: the Open Molecules 2025 dataset; level of theory: ωB97M-V with the def2-TZVPD basis set.

CARTESIAN COORDINATES (ANGSTROEM)
1 Fe 0.5127 -0.5622 0.8010
2 C 5.8574 5.6195 0.3796
3 C 5.3064 4.2475 0.6558
4 C 6.1091 3.1167 0.5611
5 C 5.5950 1.8545 0.8308
6 C 4.2609 1.7174 1.1736
7 C 3.4423 2.8342 1.2939
8 C 3.9722 4.0873 1.0362
9 S 3.6039 0.1343 1.6454
10 O 2.8549 0.3733 2.8377
11 O 4.7126 -0.7819 1.6657
12 N 2.5509 -0.2998 0.4661
13 C 3.0634 -0.6728 -0.7642
14 C 4.3700 -0.6230 -1.2029
15 C 4.7087 -0.9728 -2.5261
16 C 3.7733 -1.3772 -3.4336
17 C 2.4256 -1.4901 -3.0128
18 C 1.3881 -1.9333 -3.8544
19 C 0.1160 -2.0370 -3.3682
20 C -0.1238 -1.7035 -2.0301
21 N 0.8212 -1.2850 -1.2165
22 C 2.0877 -1.1548 -1.6890
23 H 6.9043 5.5726 0.0831
24 H 5.7841 6.2524 1.2654
25 H 5.3007 6.1132 -0.4193
26 H 7.1525 3.2228 0.2893
27 H 6.2284 0.9777 0.7957
28 H 2.4116 2.7069 1.6057
29 H 3.3473 4.9676 1.1509
30 H 5.1617 -0.3341 -0.5312
31 H 5.7506 -0.9151 -2.8180
32 H 4.0420 -1.6438 -4.4476
33 H 1.6136 -2.1854 -4.8836
34 H -0.7052 -2.3665 -3.9882
35 H -1.1212 -1.7798 -1.6238
36 C -12.3892 -5.7050 2.0509
37 O -12.0049 -4.5207 1.3760
38 C -10.6830 -4.2324 1.3129
39 C -9.6806 -5.0244 1.8600
40 C -8.3552 -4.6267 1.7377
41 C -8.0109 -3.4574 1.0759
42 C -9.0310 -2.6691 0.5348
43 C -10.3477 -3.0496 0.6501
44 C -6.6219 -3.0149 0.9391
45 N -6.2452 -1.8175 0.5572
46 C -4.8748 -1.8443 0.5819
47 C -4.4161 -3.0798 0.9762
48 N -5.5490 -3.8245 1.2034
49 C -3.0313 -3.4027 1.0871
50 C -2.4880 -4.6378 1.4615
51 C -1.1234 -4.7816 1.5303
52 C -0.3110 -3.6848 1.2361
53 N -0.8072 -2.5200 0.8691
54 C -2.1349 -2.3614 0.7908
55 C -2.6010 -1.0488 0.3864
56 N -1.6504 -0.1212 0.1274
57 C -2.0375 1.0769 -0.2636
58 C -3.3851 1.4249 -0.4269
59 C -4.3547 0.5005 -0.1536
60 C -3.9639 -0.7824 0.2642
61 H -13.4724 -5.7486 1.9888
62 H -12.0879 -5.6778 3.1009
63 H -11.9632 -6.5899 1.5717
64 H -9.9128 -5.9368 2.3883
65 H -7.5955 -5.2473 2.1987
66 H -8.7654 -1.7527 0.0260
67 H -11.1442 -2.4467 0.2354
68 H -5.5939 -4.7909 1.4705
69 H -3.1362 -5.4716 1.7028
70 H -0.6725 -5.7180 1.8256
71 H 0.7662 -3.7428 1.3288
72 H -1.2581 1.7936 -0.4635
73 H -3.6287 2.4297 -0.7390
74 H -5.4085 0.7279 -0.2442
75 O 0.3771 2.2731 3.7490
76 P -0.5486 1.6759 2.6186
77 O -1.6688 2.5489 2.2663
78 O 0.3626 1.2266 1.4445
79 O -1.0591 0.2468 3.2190
80 P -0.0111 -0.8620 3.7888
81 O -1.0014 -2.0611 4.1685
82 O 0.7192 -0.3258 4.9462
83 O 0.7443 -1.3663 2.5582
84 H 0.8768 1.5796 4.2293
85 H -1.2185 -2.0179 5.1071
86 C -0.3028 4.8070 -1.3239
87 C 0.6863 3.9102 -0.5996
88 N 1.8062 3.4839 -1.4324
89 C 1.7640 2.4612 -2.3015
90 S 0.3393 1.6634 -2.7224
91 N 2.9372 2.1125 -2.8716
92 C 4.2466 2.6271 -2.5065
93 C 4.5747 3.9733 -3.1406
94 H -1.1014 5.0963 -0.6391
95 H -0.7396 4.2859 -2.1737
96 H 0.1876 5.7133 -1.6837
97 H 0.2007 3.0278 -0.1876
98 H 1.1204 4.4475 0.2449
99 H 2.7156 3.8100 -1.1474
100 H 2.8783 1.3189 -3.4884
101 H 4.9743 1.8804 -2.8202
102 H 4.3304 2.6785 -1.4165
103 H 4.5742 3.8962 -4.2281
104 H 5.5613 4.3095 -2.8167
105 H 3.8466 4.7375 -2.8636

- Multiplicity: 6
- E_LUMO (alpha / beta): -0.4 / -1.0 eV
- Net charge: 0

---

The least stable of them is model 1.

---

Model 1:
A 2-piece molecular cluster, C2H5B overall. Source: the Open Molecules 2025 dataset; level of theory: ωB97M-V with the def2-TZVPD basis set.

CARTESIAN COORDINATES (ANGSTROEM)
1 B -1.1893 -0.1321 0.1758
2 C 1.3212 0.1716 0.0511
3 C 0.2332 -0.5501 0.0437
4 H -2.1180 -0.5357 0.5231
5 H -1.0752 1.7486 -0.0989
6 H 2.3756 -0.0527 -0.0170
7 H 0.9542 1.2579 -0.1058
8 H 0.3592 -1.6317 0.2488

- E_LUMO: -0.6 eV
- Net charge: 0

---

Model 2:
One molecule with the formula C2H5B. Source: the Open Molecules 2025 dataset; level of theory: ωB97M-V with the def2-TZVPD basis set.

CARTESIAN COORDINATES (ANGSTROEM)
1 B 0.6774 0.9931 0.7409
2 C 0.0330 0.1178 -0.3785
3 C -0.7025 -0.9353 -0.3062
4 H 0.1159 1.1218 1.8587
5 H 0.3486 0.1602 -1.4647
6 H 1.4266 1.5238 0.1952
7 H -0.9309 -1.5382 -1.1991
8 H -0.9681 -1.4431 0.5538

- SMILES: BC=C
- E_LUMO: -0.1 eV
- Net charge: 0

---

The least stable of them is model 1.

---

Model 1:
A 2-piece molecular cluster, C3H7INO overall. Source: the Open Molecules 2025 dataset; level of theory: ωB97M-V with the def2-TZVPD basis set.

CARTESIAN COORDINATES (ANGSTROEM)
1 I -3.0175 -2.1498 -0.4149
2 C 0.9370 -1.3562 -0.8645
3 C 0.8888 0.0269 -0.2468
4 O 1.8844 0.7470 -0.2315
5 N -0.3034 0.4034 0.2503
6 C -0.5074 1.6451 0.9432
7 H 0.1561 -2.0187 -0.4955
8 H 1.9198 -1.7723 -0.6548
9 H 0.8158 -1.2213 -1.9398
10 H -1.0831 -0.2455 0.2279
11 H 0.4057 2.2344 0.9145
12 H -0.7654 1.4849 1.9957
13 H -1.3309 2.2221 0.5162

- E_LUMO: 3.7 eV
- Net charge: -1

---

Model 2:
C3H7INO as an isolated structure. Source: the Open Molecules 2025 dataset; level of theory: ωB97M-V with the def2-TZVPD basis set.

CARTESIAN COORDINATES (ANGSTROEM)
1 C -0.7155 1.3880 0.4399
2 C 0.1401 0.3598 -0.3205
3 O 1.4332 0.9332 -0.4937
4 C 0.2858 -1.0230 0.3753
5 N 0.5033 -2.0745 -0.6473
6 I -1.3783 -2.6527 -1.2818
7 H -0.8619 2.2712 -0.1857
8 H -1.6466 0.9435 0.7822
9 H -0.1408 1.7212 1.3116
10 H -0.2937 0.2173 -1.3129
11 H 2.0113 0.1947 -0.6246
12 H 1.2319 -1.0044 0.9392
13 H -0.5687 -1.2744 1.0184

- E_LUMO: 3.4 eV
- Net charge: -1

---

The least stable of them is model 2.

---

Model 1:
A 2-piece molecular cluster, CH7N3 overall. Source: the Open Molecules 2025 dataset; level of theory: ωB97M-V with the def2-TZVPD basis set.

CARTESIAN COORDINATES (ANGSTROEM)
1 N 1.6860 1.5654 3.7385
2 H 1.3231 1.3824 2.8639
3 H 2.6429 1.8478 3.3962
4 H 1.8747 0.6236 4.2024
5 N 0.3143 -0.8445 -1.0330
6 C -0.7711 -0.7066 -1.8687
7 N -1.9319 -0.3060 -1.6103
8 H 1.2858 -0.7043 -1.3953
9 H 0.0036 -0.8893 -0.1253
10 H -0.5659 -0.6267 -2.9175
11 H -2.4168 -0.2981 -2.4778

- SMILES: [H]/N=C/N.N
- E_LUMO: 0.7 eV
- Net charge: 0

---

Model 2:
A 2-piece molecular cluster, CH7N3 overall. Source: the Open Molecules 2025 dataset; level of theory: ωB97M-V with the def2-TZVPD basis set.

CARTESIAN COORDINATES (ANGSTROEM)
1 N 1.8905 -0.3191 0.2252
2 H 1.2116 -0.7480 0.8512
3 H 2.6612 0.0409 0.7791
4 H 2.2902 -1.1265 -0.2599
5 N -0.5467 1.0853 -0.6265
6 C -1.4355 0.1883 -0.1227
7 N -1.2437 -1.0735 -0.0971
8 H -0.9058 1.9907 -0.8565
9 H 0.4483 0.8693 -0.5739
10 H -2.3681 0.6175 0.2711
11 H -2.0020 -1.5250 0.4101

- SMILES: [H]/N=C/N.N
- E_LUMO: 1.1 eV
- Net charge: 0

---

The least stable of them is model 1.